C2H3NO | ωB97M-V/def2-TZVPD

## Properties
- Energy relative to the best compared isomer or geometry (same formula, charge and spin): 193.37 kJ/mol
- Calculated total energy: -207.92401 a.u.
- Frontier orbital gap: 0.41693 hartree
- LUMO energy: 1.069 eV
- Total charge: 0

Each line ends with the Mulliken charge.
CARTESIAN COORDINATES (ANGSTROEM)
1 C -1.21383 -0.34244 -0.02582  0.0835
2 C 0.62574 0.14704 0.00881  -0.0517
3 N -0.17682 -1.12017 0.00378  -0.5230
4 O -0.68449 0.90158 0.02348  -0.3827
5 H -2.23409 -0.50383 -0.14929  0.3628
6 H 1.18227 0.24407 0.80775  0.3035
7 H 0.93172 0.36511 -0.97052  0.2077